1.
{"formula": "CH5IP2", "method": "the ωB97M-V functional and the def2-TZVPD basis", "symbols": ["C", "P", "P", "I", "H", "H", "H", "H", "H"], "positions_angstrom": [[0.427124, 0.246009, 0.894727], [-1.031291, 0.808541, 0.142797], [0.964446, -1.250081, -0.006997], [-2.924195, -0.613193, -0.292720], [0.428643, 0.175161, 1.922798], [-1.763536, 1.769036, 0.796023], [-0.838357, 1.672732, -0.956330], [-0.369918, -1.739241, -0.014185], [0.759437, -0.622055, -1.164119]], "forces_ev_per_a": [[-1.191, 0.652, -2.793], [1.907, 1.000, 1.248], [-0.068, -0.269, 1.988], [-0.604, -0.466, -0.467], [-0.219, 0.001, 2.197], [-0.111, 0.395, 0.904], [0.116, -0.992, -0.413], [0.256, -0.911, -0.341], [-0.085, 0.590, -2.324]], "lowdin_charge": [-0.77, 0.27, 0.68, 0.39, -0.07, -0.08, -0.03, -0.21, -0.17], "orbital_gap_ev": 7.821, "e_lumo_ev": -0.3, "relative_energy_kcal_mol": 23.7, "largest_force_ha_per_bohr": 0.060}

2.
{"formula": "CH5ISi", "method": "the ωB97M-V functional and the def2-TZVPD basis", "symbols": ["C", "Si", "I", "H", "H", "H", "H", "H"], "positions_angstrom": [[1.184101, 0.218606, 0.455570], [-0.108697, -0.449748, -0.609210], [2.982841, -0.727603, 0.688242], [1.490899, 1.240560, 0.462477], [0.806415, 0.443093, 2.709486], [0.013248, -1.867988, -0.964207], [-1.352117, -0.127633, 0.055436], [-0.092559, 0.527068, -1.768536]], "forces_ev_per_a": [[1.272, 0.064, 1.614], [-0.715, 0.940, -0.888], [0.660, -0.730, -0.038], [-0.624, 0.741, -0.013], [-0.075, -0.078, -1.004], [0.127, -0.029, 0.001], [-0.696, -0.213, 0.243], [0.050, -0.695, 0.086]], "lowdin_charge": [-1.01, 0.46, 0.71, -0.08, 0.13, -0.07, -0.09, -0.06], "orbital_gap_ev": [8.694, 7.951], "e_lumo_ev": [-0.9, -0.6], "relative_energy_kcal_mol": 120.2, "largest_force_ha_per_bohr": 0.040}

What is the formula in the second record? CH5ISi